DFT (the ωB97M-V functional and the def2-TZVPD basis) results for a cluster of 12 separate species, C35H80F14N12O29S14 in total in a non-equilibrium geometry.

Its total charge is -2. For the maximum force, the calculation gives 12.357 eV/A. As for the HOMO energy: -4.738 eV. Its total energy is -304570.3331 eV. For the LUMO energy, the calculation gives 0.09 eV.

Each line ends with the Mulliken charge.
Atoms and positions in Å:
C1 0.214768 -3.111331 -8.320770  -1.099
C2 -0.812622 -2.011321 -8.098720  0.609
O1 -0.737102 -1.137131 -7.189090  -0.453
N1 -2.062482 -2.149271 -8.913710  -0.070
H1 -1.780182 -2.482651 -9.824350  0.404
H2 -2.687332 -2.832771 -8.510590  0.318
C3 -2.948502 -0.945611 -9.064380  -0.859
H3 0.573168 -2.954261 -9.338110  0.372
H4 -0.145172 -4.128351 -8.165150  0.384
H5 0.997768 -3.019521 -7.568050  0.309
H6 -2.480922 -0.147311 -9.640730  0.351
H7 -3.220572 -0.545351 -8.087720  0.347
H8 -3.801142 -1.417311 -9.552860  0.389
C4 -5.844692 -1.372251 4.947700  -1.310
C5 -6.729552 -0.482001 5.803150  -0.171
C6 -6.854852 0.928129 5.239630  -1.024
N2 -7.591372 1.876199 6.254600  0.352
C7 -9.049202 1.424839 6.278410  -1.220
C8 -7.648812 3.299319 5.514290  -0.535
C9 -7.046902 4.256579 6.505560  -0.478
C10 -7.345622 3.658069 7.913870  -0.738
C11 -6.984522 2.151509 7.673350  -0.631
H9 -4.899592 -0.831931 4.893390  0.316
H10 -6.248522 -1.489561 3.942090  0.357
H11 -5.623192 -2.280911 5.507500  0.381
H12 -6.229142 -0.432021 6.770200  0.269
H13 -7.725802 -0.900731 5.945460  0.321
H14 -7.376772 1.027049 4.287840  0.525
H15 -5.924262 1.478239 5.100020  0.520
H16 -9.273772 0.551479 6.890700  0.313
H17 -9.444682 1.290259 5.271640  0.410
H18 -9.579722 2.176159 6.863370  0.522
H19 -8.678532 3.578059 5.290520  0.263
H20 -7.156512 3.353939 4.543330  0.376
H21 -7.356332 5.285949 6.324610  0.387
H22 -5.964312 4.269479 6.379290  0.299
H23 -8.403612 3.782509 8.144670  0.284
H24 -6.792772 4.085069 8.750600  0.418
H25 -7.352252 1.345959 8.308930  0.356
H26 -5.924272 2.020329 7.457110  0.429
C12 6.283598 2.944579 3.455290  -1.402
C13 6.228448 3.687359 2.116570  0.010
C14 5.671158 5.091329 2.327270  -0.881
N3 5.705778 6.068679 1.148410  -0.015
C15 4.549488 5.577519 0.212430  -1.118
C16 5.434978 7.554659 1.566000  -0.443
C17 6.787428 7.883849 2.142300  -0.665
C18 7.843788 7.107669 1.297100  -0.428
C19 7.052948 6.161239 0.368460  -0.653
H27 7.126898 2.254029 3.446020  0.352
H28 5.435498 2.329099 3.755310  0.367
H29 6.401218 3.591429 4.324680  0.362
H30 5.641128 3.012049 1.494380  0.278
H31 7.216498 3.768499 1.663520  0.248
H32 6.194898 5.589229 3.143300  0.406
H33 4.634138 5.038129 2.658710  0.388
H34 4.648418 4.535789 -0.092690  0.361
H35 4.529418 6.234479 -0.657110  0.465
H36 3.580508 5.717659 0.691550  0.464
H37 5.124838 8.066959 0.655250  0.415
H38 4.663338 7.504309 2.334210  0.318
H39 6.821018 8.968199 2.036590  0.433
H40 6.809848 7.671619 3.211200  0.346
H41 8.529208 7.879969 0.948030  0.392
H42 8.419158 6.458519 1.957140  0.249
H43 6.777098 6.601009 -0.589980  0.392
H44 7.473648 5.160189 0.273600  0.357
C20 -4.261392 1.082519 -2.950450  -1.695
C21 -3.433912 0.619799 -1.832330  0.127
C22 -2.064062 0.009889 -2.212860  -0.661
N4 -1.329902 -0.675511 -0.961010  0.348
C23 -2.140352 -1.895511 -0.502640  -1.204
C24 -1.093792 0.260069 0.188750  -0.877
C25 0.193758 1.088869 -0.060830  -0.813
C26 1.132208 0.116499 -0.771510  -0.374
C27 0.140478 -1.052511 -1.267760  -0.732
H45 -3.792272 1.879729 -3.527060  0.388
H46 -5.187242 1.532489 -2.592100  0.409
H47 -4.535162 0.284429 -3.640530  0.371
H48 -4.097832 -0.113171 -1.373990  0.156
H49 -3.267382 1.479329 -1.183040  0.236
H50 -1.387672 0.843649 -2.401160  0.390
H51 -2.116972 -0.641161 -3.085460  0.480
H52 -3.039182 -1.556911 0.012680  0.368
H53 -1.488152 -2.429951 0.188080  0.612
H54 -2.408182 -2.585321 -1.302970  0.362
H55 -0.833582 -0.348311 1.054920  0.441
H56 -1.946992 0.849739 0.524080  0.524
H57 0.659948 1.388559 0.877770  0.424
H58 -0.074942 1.922529 -0.709610  0.349
H59 1.870978 -0.334061 -0.108700  0.373
H60 1.604028 0.783459 -1.493080  0.276
H61 0.430488 -2.015821 -0.848180  0.430
H62 0.207378 -1.209671 -2.344290  0.287
C28 11.794228 -5.294191 -0.000510  -1.357
C29 10.358498 -4.672701 -0.044250  -0.161
C30 9.184058 -5.707101 -0.044320  -0.743
N5 7.798728 -5.003941 -0.433350  0.086
C31 7.366708 -3.811021 0.496450  -0.973
C32 6.692718 -6.094861 -0.484400  -0.627
C33 5.744748 -5.646341 -1.616770  -0.533
C34 6.456248 -4.535711 -2.371770  -0.752
C35 7.886348 -4.533981 -1.896500  -0.735
H63 12.592908 -4.600401 0.261890  0.360
H64 12.093048 -5.785361 -0.926550  0.349
H65 11.765918 -6.135311 0.692170  0.354
H66 10.228898 -4.066951 -0.941110  0.282
H67 10.230588 -4.021941 0.820760  0.302
H68 9.063448 -6.154351 0.942360  0.485
H69 9.288338 -6.419811 -0.862410  0.369
H70 6.321538 -3.668681 0.221760  0.486
H71 7.975988 -2.938471 0.260800  0.332
H72 7.506818 -4.118051 1.532880  0.342
H73 6.211858 -6.098991 0.493790  0.463
H74 7.079988 -7.095371 -0.677030  0.346
H75 4.791708 -5.252571 -1.263560  0.318
H76 5.533158 -6.538111 -2.206750  0.305
H77 6.057338 -3.543951 -2.158780  0.360
H78 6.457658 -4.556471 -3.461570  0.460
H79 8.349058 -3.551061 -1.985260  0.457
H80 8.496848 -5.256571 -2.438020  0.421
N6 -1.452852 5.508159 5.554380  -0.263
S1 -1.845222 5.380589 4.093120  1.027
O2 -2.656842 4.264199 3.705330  -0.506
O3 -0.939872 5.886139 3.115410  -0.593
F1 -2.961952 6.574789 4.095710  -0.325
S2 -0.721972 4.012139 5.755670  1.055
O4 0.480618 3.708829 4.993090  -0.563
O5 -1.595572 2.904919 5.979600  -0.543
F2 -0.207332 4.332469 7.247430  -0.284
N7 6.739188 1.837669 -5.771050  -0.228
S3 7.759808 1.715679 -4.482130  1.094
O6 9.124828 1.171729 -4.717150  -0.579
O7 7.131948 1.361369 -3.206200  -0.542
F3 8.025198 3.315549 -4.259850  -0.293
S4 6.161778 0.502959 -5.640250  1.042
O8 4.969998 0.364959 -4.855240  -0.579
O9 7.022478 -0.694211 -5.658700  -0.602
F4 5.531338 0.472719 -7.105690  -0.314
N8 -10.173342 3.135699 1.156670  -0.246
S5 -10.295592 1.982719 -0.070050  1.072
O10 -9.180332 1.054359 -0.232670  -0.542
O11 -11.239242 2.202229 -1.194480  -0.585
F5 -11.235132 1.073369 0.851890  -0.295
S6 -9.314612 4.060489 0.293120  1.050
O12 -9.969032 4.836439 -0.755010  -0.609
O13 -7.977832 3.617209 -0.000980  -0.520
F6 -8.944182 5.239269 1.348680  -0.319
N9 -4.863822 -4.765051 -7.100900  -0.047
S7 -6.481002 -4.819041 -7.518190  1.030
O14 -7.067752 -3.514841 -7.254150  -0.579
O15 -7.288642 -6.034351 -7.428870  -0.518
F7 -6.354382 -4.781781 -9.127200  -0.304
S8 -4.975002 -5.622011 -5.918890  0.870
O16 -5.016022 -7.112141 -6.066770  -0.567
O17 -5.686412 -5.064951 -4.799880  -0.559
F8 -3.467042 -5.403291 -5.376800  -0.327
N10 1.779538 -5.183841 2.339610  -0.136
S9 2.203908 -4.907571 3.972240  1.051
O18 3.604618 -5.345991 4.343340  -0.613
O19 1.129918 -4.936641 4.979060  -0.540
F9 2.444738 -3.316091 3.787940  -0.282
S10 1.009388 -6.375701 2.536830  1.008
O20 -0.400592 -6.122791 2.826240  -0.570
O21 1.679528 -7.471291 3.092040  -0.570
F10 0.983608 -6.649351 0.902880  -0.344
N11 -4.663452 -9.831871 1.590160  -0.255
S11 -3.658812 -10.784211 0.994940  1.087
O22 -2.286662 -10.310631 0.926770  -0.547
O23 -4.130242 -11.655871 -0.022030  -0.587
F11 -3.643142 -11.786021 2.329910  -0.363
S12 -4.941312 -8.985691 0.163620  1.052
O24 -6.068622 -9.519741 -0.616450  -0.575
O25 -3.814502 -8.355831 -0.537450  -0.522
F12 -5.648972 -7.724761 0.921460  -0.291
N12 -2.572672 8.622089 -3.517770  -0.292
S13 -3.036322 7.309879 -2.906930  1.053
O26 -3.603382 7.387579 -1.547940  -0.562
O27 -2.389492 6.114599 -3.386710  -0.589
F13 -4.400512 7.385929 -3.704530  -0.286
S14 -1.202772 8.781349 -2.440960  1.105
O28 -0.102782 7.835329 -2.549190  -0.595
O29 -1.459722 9.200149 -1.083020  -0.556
F14 -0.559652 10.115109 -3.044840  -0.279

Atomic forces in eV per Å
-0.34 0.86 0.20
1.15 2.24 5.68
-0.87 -3.67 -4.84
0.45 1.37 0.14
-0.09 -0.32 -0.47
-0.07 -1.02 0.58
-0.33 0.02 -0.02
0.41 -0.41 -0.02
-0.62 0.07 -0.39
0.08 0.49 -0.33
0.06 -0.38 -0.10
0.08 -0.34 -0.03
-0.30 0.80 -0.08
0.30 0.80 0.29
-0.03 0.44 -0.07
0.32 0.91 1.54
-1.69 0.48 -2.50
0.03 0.49 1.51
-0.21 0.02 0.65
0.88 -0.01 0.92
-0.03 -0.80 -0.80
-0.53 0.27 -2.12
0.23 -0.18 -0.38
0.12 -0.47 0.14
-0.28 -0.25 -0.55
-0.21 0.16 0.26
0.01 -0.10 0.00
-0.31 -0.23 0.18
0.45 -0.55 0.00
0.85 -0.48 -0.30
0.19 0.26 0.13
-0.20 0.38 -0.59
-0.16 -0.50 0.32
0.34 -0.73 0.19
-0.30 -0.13 0.24
0.15 0.00 -0.02
-0.09 -0.19 0.08
0.21 -0.03 -0.27
-0.01 0.42 0.24
0.14 0.14 0.54
0.60 -0.23 0.85
-0.22 -0.14 0.19
0.00 0.62 0.24
-1.96 -1.15 -1.87
0.50 0.98 0.05
0.37 -2.92 0.47
-0.41 1.04 -0.36
-0.17 0.11 1.17
-1.00 0.85 1.13
0.07 0.06 0.06
-0.38 0.16 -0.70
0.35 0.29 -0.10
-0.19 0.61 -0.53
0.10 -0.22 0.22
0.28 -0.17 -0.04
-0.11 0.10 -0.21
0.40 0.18 0.18
0.22 -0.17 -0.09
0.24 -0.04 0.41
0.11 0.10 0.22
-0.25 0.28 -0.34
0.77 0.06 0.14
0.14 -0.10 -0.13
0.00 -0.62 -0.95
0.14 0.18 0.13
0.19 -0.20 -0.01
-0.07 0.31 -0.23
-0.61 1.05 -2.06
0.71 -0.92 1.16
0.40 1.05 1.63
-0.07 -0.46 -0.70
0.72 0.33 0.40
0.57 0.72 1.53
-1.21 -0.82 -0.01
-1.59 -0.50 -0.22
0.87 0.78 -1.49
0.18 0.02 -0.15
-0.01 -0.18 0.17
0.00 -0.10 -0.01
0.47 -0.16 0.70
-0.03 -0.25 0.34
0.02 -0.05 -0.48
0.24 -0.44 0.45
0.17 0.04 -0.13
-0.23 -0.01 0.11
0.16 0.43 -0.29
-0.26 -0.53 -0.12
-0.19 -0.11 -0.62
-0.54 0.44 -0.04
0.38 0.25 0.26
-0.06 0.15 -0.07
0.30 -1.08 -0.67
-0.50 0.19 0.49
-0.08 0.14 -0.05
-1.05 -0.75 -0.12
-0.10 -0.45 -0.22
-0.41 1.86 -0.41
1.39 -0.56 0.14
0.40 -1.62 -1.20
-0.40 1.28 0.37
-0.28 -0.31 0.09
0.45 0.90 -0.51
0.02 -0.13 0.54
-0.36 0.09 0.15
-0.25 0.30 -0.33
0.26 0.19 0.45
0.24 0.14 0.05
0.02 0.06 0.00
-0.16 -0.21 -0.22
0.14 -0.26 0.40
0.10 0.30 0.42
-0.09 -0.18 -0.06
-0.23 -0.02 -0.14
0.04 -0.08 -0.02
0.53 0.36 0.01
0.05 -0.33 0.25
-0.09 0.25 -0.22
-0.36 -0.11 0.21
-0.21 -0.45 0.02
0.04 -0.13 0.25
0.02 -0.10 0.14
2.28 -3.05 2.15
-3.84 3.04 -5.10
0.49 -0.58 0.41
0.89 -0.33 0.23
0.52 -0.43 0.46
1.26 -0.33 2.04
-1.32 1.10 0.64
-0.33 0.35 -0.11
0.12 0.11 -0.60
4.72 4.48 2.34
4.01 1.70 2.59
-3.50 1.44 0.03
0.67 0.27 -2.07
-0.23 -1.08 -0.61
-5.40 -9.39 -2.45
0.29 0.31 0.53
-0.57 2.17 0.40
0.01 -0.04 -0.57
-0.67 -2.11 -1.74
-3.46 -4.80 -0.35
-1.01 2.16 -0.12
2.82 0.47 2.25
-0.32 -0.16 0.46
3.79 6.97 -1.96
0.24 -1.41 1.30
-0.57 -0.64 -0.11
-0.83 -0.57 0.51
-2.40 2.15 -5.63
-3.31 1.75 -2.93
0.78 -1.77 0.08
1.93 2.03 0.94
0.95 0.29 0.07
2.70 -8.11 8.93
-0.02 3.98 -0.35
-0.70 -0.07 -0.91
0.49 0.12 -0.59
5.88 7.64 3.53
2.93 1.98 1.79
-4.11 0.77 -1.22
2.32 -0.46 -2.22
-0.12 -0.49 -0.15
-9.29 -5.68 -3.77
2.01 -0.93 -0.03
0.86 -1.95 1.21
-0.15 -0.61 0.72
-1.82 3.33 -2.17
5.24 -4.21 2.43
-1.44 -0.71 -0.07
-0.09 -0.37 -0.92
0.17 0.53 -0.82
-3.05 2.83 -0.89
2.36 0.72 1.34
-1.91 -1.62 1.46
0.52 -0.60 -0.34
5.34 2.70 1.98
-5.67 -3.49 1.99
2.13 -0.68 -1.85
-0.15 0.43 0.64
-0.70 -0.71 -0.99
1.85 1.71 0.89
-1.45 0.42 -0.76
-0.66 -0.28 -1.27
-0.49 -0.13 -0.71